# 1
DFT (ωB97M-V with the def2-TZVPD basis set) results for C15H25AlClINO2P as an isolated structure.

Calculated values
Energy above the lowest of the compared OMol25 structures with the same formula, charge and spin = 18.1 kcal/mol
Net charge = +2
Electronic energy = -58040.9408 eV
LUMO = -0.2954 Eh
Gap between HOMO and LUMO = 5.855 eV

```
47
Properties=species:S:1:pos:R:3:lowdin_charge:R:1
C -3.86 2.90 -6.01 -0.0847
C -3.64 1.80 -5.00 -0.8081
H -4.70 2.60 -6.65 0.0972
H -2.98 3.05 -6.64 0.0905
H -4.12 3.84 -5.52 0.0913
O -4.24 0.77 -4.88 0.0052
I -2.01 2.10 -3.57 0.7664
Al 0.07 0.38 -0.12 -0.0668
P 1.48 -0.92 -1.47 0.7589
C 1.76 -2.71 -1.44 -0.2194
C 1.02 -0.60 -3.20 -0.2275
H 3.12 0.86 -1.41 0.0445
H 3.76 -0.65 -2.14 0.0748
H 3.59 -0.52 -0.36 0.0615
C 3.15 -0.24 -1.33 -0.2235
H 0.87 0.47 -3.37 0.0166
H 1.84 -0.98 -3.84 0.0771
H 2.50 -2.97 -2.21 0.0832
H 0.83 -3.24 -1.63 0.0672
H 0.09 -1.12 -3.44 0.0663
H 2.14 -3.01 -0.45 0.0643
C -0.35 -1.60 0.51 0.0105
O -0.57 -2.68 0.88 0.2054
Cl 0.55 2.34 -0.86 0.3227
C 0.40 -1.34 4.07 0.0190
N 0.85 0.05 4.35 -0.1870
C 2.20 0.05 4.98 0.0179
C 0.81 0.98 3.13 -0.0722
C -0.61 1.21 2.71 -0.2587
C -1.49 1.75 3.67 -0.0225
C -2.82 1.98 3.34 -0.0326
C -3.29 1.67 2.06 -0.0232
C -2.41 1.11 1.10 -0.0812
C -1.08 0.88 1.44 -0.2479
H 1.05 -1.81 3.32 0.1071
H -0.64 -1.34 3.73 0.1099
H 0.48 -1.89 5.01 0.1182
H 0.19 0.45 5.04 0.1731
H 2.94 -0.33 4.28 0.1170
H 2.44 1.07 5.28 0.1157
H 2.15 -0.59 5.87 0.1161
H 1.28 1.92 3.47 0.1528
H 1.48 0.55 2.36 0.1248
H -1.11 1.99 4.67 0.1222
H -3.50 2.41 4.08 0.1264
H -4.33 1.85 1.78 0.1266
H -2.76 0.87 0.09 0.1047
```

=====

# 2
DFT (ωB97M-V with the def2-TZVPD basis set) results for C15H25Cl12FGaO4 as an isolated structure.

Calculated values
Net charge = -1
Electronic energy = -229513.4766 eV
LUMO = 0.0650 Eh
Gap between HOMO and LUMO = 6.411 eV

```
58
Properties=species:S:1:pos:R:3:lowdin_charge:R:1
C -1.54 1.74 4.54 -0.0972
C -2.40 0.50 4.53 -0.4692
F -3.26 0.63 5.68 -0.1085
C -3.25 0.29 3.31 -0.2136
Ga -2.41 0.76 1.47 0.4470
C -3.59 2.25 0.65 -0.2787
C -3.31 2.48 -0.85 -0.2955
C -2.30 3.63 -1.09 -0.1799
C -1.32 3.18 -2.14 -0.2104
O -0.27 4.16 -2.37 -0.0466
C 0.91 3.56 -2.66 -0.3431
O 1.93 3.74 -2.03 0.0788
C -2.68 -0.89 0.26 -0.2507
C -1.74 -2.09 0.45 -0.2009
C -0.28 -1.79 0.27 -0.5488
O 0.23 -0.70 0.12 0.0149
O 0.50 -2.92 0.23 0.0346
H -0.65 1.61 3.93 0.0446
H -2.08 2.63 4.23 0.0782
H -1.19 1.91 5.57 0.0673
H -1.77 -0.36 4.74 0.1211
H -4.19 0.82 3.45 0.0516
H -3.51 -0.77 3.25 0.0363
H -0.92 1.32 1.55 -0.0310
H -4.62 1.88 0.73 0.0321
H -3.50 3.16 1.22 0.0322
H -4.25 2.71 -1.35 0.0912
H -2.89 1.58 -1.30 0.0610
H -1.81 3.85 -0.15 0.1107
H -2.86 4.49 -1.44 0.1090
H -0.86 2.26 -1.77 0.0985
H -1.85 2.94 -3.07 0.1253
H 0.87 2.96 -3.59 0.1400
H -2.67 -0.62 -0.79 0.0104
H -3.68 -1.26 0.48 0.0455
H -1.91 -2.59 1.39 0.1160
H -1.96 -2.84 -0.32 0.1084
H 1.40 -2.59 0.27 0.0155
C 4.50 -2.36 1.59 -1.5285
Cl 4.41 -3.64 0.37 0.5274
Cl 3.07 -1.33 1.50 0.6254
Cl 4.70 -3.05 3.20 0.5030
H 5.37 -1.76 1.37 0.0074
C -0.28 -2.02 -3.52 -1.5285
Cl -1.64 -2.96 -4.14 0.5214
Cl 1.04 -1.99 -4.69 0.4917
Cl -0.78 -0.38 -3.11 0.5824
H 0.08 -2.50 -2.61 0.0009
C 1.26 -0.96 -8.61 -1.5495
Cl 2.36 -2.10 -7.84 0.5046
Cl 0.47 0.07 -7.43 0.5208
Cl 2.12 0.02 -9.81 0.5122
H 0.50 -1.52 -9.13 0.0097
C 8.55 -3.12 5.04 -1.5551
Cl 7.04 -3.64 5.78 0.5140
Cl 8.26 -1.87 3.82 0.5178
Cl 9.68 -2.55 6.26 0.5172
H 8.99 -3.97 4.55 0.0096
```

=====

# 3
DFT (ωB97M-V with the def2-TZVPD basis set) results for C15H25Cl2N2O8P2 as an isolated structure.

Calculated values
Net charge = +1
Electronic energy = -78935.8640 eV
LUMO = -0.1665 Eh
Gap between HOMO and LUMO = 6.837 eV

```
54
Properties=species:S:1:pos:R:3:lowdin_charge:R:1
C -0.66 4.78 0.57 -0.0999
C -1.47 3.78 1.47 -0.2162
C -0.71 2.43 1.68 -0.1440
C -1.49 1.19 1.09 -0.0824
C -0.49 0.36 0.29 -0.1098
C -0.27 0.66 -1.06 -0.0920
C -0.97 1.81 -1.78 -0.1091
P -2.79 1.57 -2.01 0.4932
O -3.28 0.28 -1.54 -0.2307
O -3.52 2.75 -1.12 -0.1379
O -3.23 1.89 -3.53 -0.0994
C 0.63 -0.11 -1.80 0.0533
C 0.97 0.14 -3.28 -0.4371
O 0.80 -0.73 -4.08 0.1925
O 1.51 1.34 -3.60 0.1449
C 1.30 -1.18 -1.17 -0.2296
O 2.17 -1.87 -1.91 0.0606
C 1.05 -1.43 0.18 -0.1461
P 2.01 -2.85 0.97 0.7568
N 3.52 -2.34 1.17 -0.4002
N 0.17 -0.65 0.88 0.0315
C 0.00 -0.96 2.31 -0.1141
C -0.91 -2.19 2.56 -0.0729
C -2.38 -1.95 2.23 -0.5016
O -3.18 -1.75 3.11 0.1351
O -2.82 -1.99 0.94 0.0949
H -0.12 5.50 1.19 0.0814
H 0.10 4.27 -0.04 0.0555
H -1.33 5.38 -0.07 0.0759
H -2.49 3.62 1.09 0.0907
H -1.56 4.28 2.45 0.1091
H 0.23 2.52 1.10 0.1033
H -0.41 2.26 2.72 0.1144
H -1.89 0.57 1.91 0.1075
H -2.35 1.50 0.50 0.0874
H -0.53 2.05 -2.76 0.1015
H -0.82 2.72 -1.16 0.0856
H -2.84 3.42 -0.97 0.0483
H -3.87 2.62 -3.49 0.0942
H 1.43 1.97 -2.87 0.1151
H 2.08 -2.83 -1.78 0.0732
H 2.02 -3.97 0.12 -0.0418
H 1.47 -3.23 2.21 0.0239
H 3.71 -2.41 2.17 -0.0050
H 0.97 -1.15 2.80 0.1250
H -0.43 -0.13 2.87 0.1296
H -0.81 -2.51 3.61 0.1450
H -0.58 -3.05 1.96 0.0952
H -3.59 -2.58 0.90 0.1396
C 5.24 -4.83 -1.33 -0.9230
Cl 5.04 -4.95 -3.08 0.5226
Cl 3.96 -3.83 -0.58 0.6391
H 5.20 -5.82 -0.90 0.0320
H 6.20 -4.37 -1.12 0.0350
```

=====

# 4
DFT (ωB97M-V with the def2-TZVPD basis set) results for C15H25Cl2NO2PW as an isolated structure.

Calculated values
Spin multiplicity = 3
Energy above the lowest of the compared OMol25 structures with the same formula, charge and spin = 47.0 kcal/mol
Net charge = +3
Electronic energy = -57673.8735 eV
LUMO (spin up / spin down) = -0.4476 / -0.4582 Eh
Expectation value of S² = 2.02
Gap between HOMO and LUMO (spin up / spin down) = 6.447 / 6.184 eV

```
47
Properties=species:S:1:pos:R:3:lowdin_charge:R:1
C -1.82 -1.93 -5.00 0.0132
C -1.03 -1.90 -3.72 -0.5120
H -1.93 -2.98 -5.26 0.1249
H -1.33 -1.43 -5.82 0.1212
H -2.80 -1.50 -4.94 0.0989
O -0.38 -2.82 -3.30 0.1505
Cl -0.95 -0.18 -2.79 0.6247
W -0.06 0.31 -0.46 1.0334
P -2.03 0.12 0.85 0.6434
C -2.47 -0.86 2.27 -0.1958
C -2.82 1.67 1.26 -0.2259
H -2.72 0.10 -1.47 -0.0169
H -3.97 -0.31 -0.22 0.0984
H -2.73 -1.56 -0.75 0.0800
C -2.92 -0.49 -0.55 -0.2859
H -2.75 2.40 0.45 0.0316
H -3.87 1.36 1.44 0.0902
H -3.55 -0.68 2.42 0.0921
H -1.91 -0.53 3.16 0.0857
H -2.37 2.07 2.19 0.0882
H -2.29 -1.93 2.10 0.0856
C 0.44 -0.77 1.22 -0.2174
O 0.73 -1.34 2.21 0.2004
Cl -0.25 2.76 -0.56 0.2063
C 3.08 3.19 -0.30 0.0122
N 3.22 2.35 0.93 -0.1651
C 2.94 3.16 2.16 0.0359
C 2.40 1.07 0.80 -0.1595
C 2.93 0.26 -0.34 -0.2810
C 4.29 0.03 -0.59 0.0078
C 4.69 -0.66 -1.76 0.0070
C 3.72 -1.08 -2.65 -0.0138
C 2.36 -0.87 -2.37 -0.0754
C 1.94 -0.24 -1.21 -0.2339
H 2.03 3.47 -0.43 0.0250
H 3.40 2.60 -1.13 0.1042
H 3.70 4.06 -0.17 0.1251
H 4.22 2.08 1.00 0.1886
H 1.89 3.54 2.19 0.1246
H 3.16 2.58 3.05 0.1182
H 3.61 4.03 2.13 0.1246
H 2.51 0.56 1.77 0.1470
H 1.31 1.44 0.62 0.0039
H 5.11 0.33 0.09 0.1418
H 5.75 -0.86 -1.98 0.1464
H 4.01 -1.59 -3.56 0.1367
H 1.61 -1.22 -3.06 0.0649
```

=====

# 5
DFT (ωB97M-V with the def2-TZVPD basis set) results for C15H25ClINNdO2P as an isolated structure.

Calculated values
Spin multiplicity = 4
Net charge = +2
Electronic energy = -66720.2473 eV
LUMO (spin up / spin down) = -0.2540 / -0.2538 Eh
Expectation value of S² = 3.76
Gap between HOMO and LUMO (spin up / spin down) = 6.663 / 6.632 eV

```
47
Properties=species:S:1:pos:R:3:lowdin_charge:R:1
C -3.47 2.25 -6.09 0.0070
C -3.54 1.09 -5.27 -0.0927
H -4.26 2.22 -6.89 0.1565
H -2.45 2.28 -6.54 0.1369
H -3.63 3.13 -5.43 0.1358
O -3.70 0.09 -4.70 0.3003
I -1.02 2.18 -3.40 0.1409
Nd -0.22 0.64 -1.09 0.8178
P 1.74 -1.29 -2.00 0.6618
C 2.06 -3.08 -1.90 -0.2755
C 1.46 -1.06 -3.80 -0.2824
H 3.44 0.43 -1.66 0.0055
H 4.11 -1.01 -2.51 0.0632
H 3.80 -1.05 -0.75 0.0557
C 3.44 -0.66 -1.72 -0.2716
H 1.26 0.00 -4.03 -0.0083
H 2.34 -1.41 -4.34 0.0601
H 2.80 -3.38 -2.66 0.0700
H 1.13 -3.64 -2.05 0.0502
H 0.58 -1.64 -4.11 0.0522
H 2.45 -3.31 -0.90 0.0569
C -0.25 -2.02 -0.04 -0.0877
O -0.27 -3.04 0.50 0.0984
Cl 1.65 2.15 -0.24 -0.0823
C 0.47 -1.28 3.65 0.0153
N 0.92 0.12 3.89 -0.1948
C 2.31 0.16 4.42 0.0159
C 0.70 1.01 2.67 -0.1339
C -0.78 1.08 2.38 -0.2940
C -1.66 1.49 3.42 -0.0323
C -3.04 1.43 3.20 -0.0592
C -3.55 1.03 1.97 -0.0599
C -2.67 0.67 0.93 -0.1683
C -1.32 0.67 1.17 -0.3183
H 1.06 -1.71 2.83 0.1026
H -0.59 -1.28 3.39 0.1076
H 0.63 -1.84 4.57 0.1144
H 0.31 0.51 4.63 0.1644
H 3.00 -0.23 3.66 0.1162
H 2.56 1.20 4.66 0.1149
H 2.35 -0.45 5.32 0.1131
H 1.15 1.99 2.91 0.1377
H 1.30 0.59 1.84 0.0631
H -1.26 1.85 4.38 0.1212
H -3.71 1.71 4.01 0.1168
H -4.62 0.99 1.81 0.1115
H -3.05 0.40 -0.06 0.0773
```

=====

Q: Look up the electronic energy of the first one.
A: -58040.9408 eV

=====

Q: Which formula does entry 2 have?
A: C15H25Cl12FGaO4

=====

Q: net charge of number 4 (C15H25Cl2NO2PW)?
A: +3